78
Properties=species:S:1:pos:R:3:forces:R:3:lowdin_charge:R:1 method="wB97M-V/def2-TZVPD" homo_ev=-8.47 multiplicity=1 smiles="NC(N)=O.NC(N)=O.NC(N)=O.CCO.CCO.CO.CO.CO.CO.CO.CO" gap_ev=8.5 total_energy_ev=-45717.301 de_lowest_kj_mol=164.1
N 2.9928 -2.3532 -4.1387 -1.3 -4.2 -4.7 0.133
C 2.7419 -1.5278 -3.1839 -6.6 0.2 6.0 -0.610
N 3.7336 -0.7505 -2.8600 3.6 3.6 0.9 0.143
O 1.5549 -1.5941 -2.3901 6.1 0.3 -4.5 -0.139
H 2.1615 -2.9745 -4.3636 1.7 1.1 0.3 0.153
H 3.7281 -2.3165 -4.9003 -1.3 0.4 1.8 0.148
H 3.6711 0.0272 -2.1904 -0.7 -1.0 -0.4 0.127
H 4.6087 -0.6558 -3.4257 -1.5 -0.5 0.5 0.132
N 3.6836 -0.4113 2.9755 1.0 0.3 2.7 0.169
C 3.6377 -0.9120 1.7613 -5.3 1.8 -3.7 -0.632
N 4.6834 -1.5778 1.4194 3.2 -3.1 -3.7 0.154
O 2.6184 -0.6963 0.8915 4.1 -0.7 3.6 -0.099
H 2.8481 0.0508 3.2610 -0.3 0.1 0.7 0.055
H 4.3695 -0.7230 3.7106 -1.2 0.5 -1.5 0.150
H 4.7495 -1.9293 0.4107 -0.2 0.7 2.4 0.165
H 5.4479 -1.7532 2.0647 -0.3 0.1 -0.5 0.116
N -0.4181 -1.2282 3.2063 -4.4 -3.2 1.4 0.177
C 0.0328 -0.0968 3.6247 -3.9 6.8 3.3 -0.613
N 1.0426 0.3083 2.9088 2.8 2.3 0.3 0.117
O -0.6810 0.7992 4.4118 3.5 -4.8 -3.1 -0.118
H -1.3905 -1.3845 3.5832 1.7 -0.4 -0.8 0.167
H 0.1341 -1.9245 2.7353 0.1 -0.2 0.1 0.067
H 1.3962 1.2600 3.0926 -0.5 -0.5 -0.5 0.095
H 1.4068 -0.2011 2.1078 0.2 -0.1 -0.3 0.054
C -1.6950 -2.6517 -2.8820 0.8 -1.5 -0.5 -0.089
C -1.5657 -1.1872 -3.2648 -0.3 0.2 1.8 -0.369
O -2.3713 -0.8520 -4.3364 -1.8 0.4 -1.2 -0.072
H -1.3338 -3.3460 -3.7017 -0.4 0.9 0.6 0.089
H -2.6891 -3.0270 -2.5926 0.0 0.6 -0.3 0.060
H -1.0630 -2.9057 -2.0326 0.3 0.2 0.1 0.044
H -0.5475 -0.9239 -3.5176 0.3 -0.3 -0.1 0.085
H -1.8422 -0.5462 -2.4032 0.2 -0.4 -0.5 0.071
H -3.2993 -0.7860 -4.0203 1.0 0.0 -0.3 0.105
C 0.7744 2.8650 0.7009 0.2 -0.1 -0.4 -0.062
C 1.8740 3.5170 1.5030 -1.1 2.1 -0.7 -0.319
O 1.8168 2.9770 2.7589 -0.1 -1.9 1.9 -0.080
H 1.0677 1.8235 0.5594 -0.4 -0.1 0.3 0.068
H 0.7026 3.2316 -0.3124 0.1 0.5 -0.3 0.052
H -0.2197 2.9521 1.1453 0.3 -0.2 0.2 0.083
H 1.7386 4.6050 1.7120 0.0 -0.3 -1.1 0.127
H 2.8163 3.3523 1.0167 0.8 -0.1 -0.3 0.105
H 2.3810 3.4248 3.3712 0.5 0.5 0.4 0.096
C -3.1659 2.1205 2.5281 0.1 1.8 -1.2 -0.227
O -3.7677 1.4193 3.4983 -1.6 -2.6 2.3 -0.089
H -3.0113 3.0920 2.9761 0.0 1.1 -1.0 0.093
H -3.7336 2.0530 1.5879 0.1 0.7 0.0 0.081
H -2.1949 1.7703 2.3528 1.4 -0.9 -0.2 0.038
H -4.4816 1.9478 3.8496 -0.2 -0.1 0.2 0.083
C -0.1630 -3.8348 1.2586 1.7 -0.4 -3.1 -0.148
O 0.9945 -3.4146 1.8874 0.9 0.7 1.9 -0.113
H 0.1859 -3.8141 0.2155 -1.3 0.0 -0.4 0.101
H -0.9691 -3.2128 1.4273 -1.7 1.4 0.3 0.046
H -0.3940 -4.8274 1.4832 -0.7 -1.6 0.6 0.072
H 1.4401 -4.2321 2.0604 0.9 -0.2 0.5 0.084
C 0.3737 2.1849 -3.2252 2.1 -1.4 -0.3 -0.181
O 0.5198 3.2629 -4.0745 0.1 0.8 -1.2 -0.088
H 0.6876 1.3386 -3.8484 0.0 -0.2 0.6 0.089
H -0.6104 2.0237 -2.9168 -1.7 -0.3 0.6 0.041
H 1.0526 2.3023 -2.3605 -0.3 -0.4 -0.1 0.080
H 0.4066 4.0091 -3.5184 -0.2 1.5 0.3 0.053
C -0.3726 -0.5772 -0.3197 -0.9 0.7 -0.3 -0.115
O -0.8822 0.2720 0.7094 -1.1 0.5 -1.2 -0.168
H -1.2092 -1.1888 -0.6774 0.2 0.2 -0.1 0.051
H 0.3288 -1.2571 0.1204 1.0 0.0 -0.4 0.056
H -0.0417 0.1210 -1.1358 0.3 -1.3 0.6 0.096
H -0.4377 0.0957 1.5132 0.4 0.0 1.0 0.004
C -2.3357 2.8941 -1.0305 -0.1 0.9 -1.0 -0.177
O -2.4509 1.5143 -1.2303 1.1 -0.3 1.2 -0.121
H -3.1179 3.4448 -1.5759 0.3 -0.3 -0.1 0.095
H -1.3546 3.3389 -1.2447 0.1 -0.3 -0.7 0.056
H -2.4317 3.1639 -0.0223 -0.6 0.2 1.8 0.040
H -1.9095 1.1409 -0.4678 -1.0 0.2 -1.1 0.054
C -3.7152 -1.0105 0.5966 1.3 0.1 -0.2 -0.120
O -3.7727 -1.2099 -0.8358 -0.2 0.7 1.3 -0.110
H -4.5703 -1.3669 1.1637 -0.3 -0.2 -0.2 0.080
H -3.5840 0.0494 0.7703 -0.3 0.2 -0.2 0.044
H -2.7727 -1.4268 1.0327 -0.7 -0.1 -0.4 0.069
H -3.8379 -2.1445 -0.9639 -0.1 -0.9 -0.3 0.045